No. 1
14
Properties=species:S:1:pos:R:3:forces:R:3 method="wB97M-V/def2-TZVPD" homo_energy_ha="-0.2963 / -0.2875" spin_multiplicity=1 total_charge=0 gap_ev="7.330 / 7.370" e_lumo_ev="-0.73 / -0.45" e_tot_ha=-1086.14025
C 0.981467 0.281642 -0.171868 -0.65 0.27 -1.43
C -0.534495 1.902009 0.866910 2.56 -0.73 -1.42
C 0.011795 -2.104095 -1.693551 -1.19 3.48 -3.86
N 0.509800 0.290973 3.032393 -0.79 -0.02 1.19
N -0.250152 0.709554 -0.013036 -0.20 1.31 0.25
S 1.427699 -1.026505 -1.167307 -0.68 -0.35 0.63
Cl 1.700494 -0.113909 2.152620 1.30 -0.59 0.29
H -1.537200 2.070687 0.796181 -2.84 0.51 -0.08
H -0.299635 1.554503 1.843905 0.11 0.50 0.91
H -0.011045 2.839925 0.578722 0.02 -0.95 0.08
H 0.360735 -2.304657 -2.797825 -1.07 0.04 2.04
H -1.039336 -1.514683 -1.770426 2.53 -1.15 0.09
H -0.197180 -2.988273 -1.200293 0.16 -1.68 1.33
H -1.122946 0.402829 -0.456426 0.74 -0.63 -0.02


No. 2
12
Properties=species:S:1:pos:R:3:forces:R:3 method="wB97M-V/def2-TZVPD" homo_energy_ha=-0.3756 smiles=OCCCCl spin_multiplicity=1 total_charge=0 gap_ev=11.106 e_lumo_ev=0.88 e_tot_ha=-653.82921
O 2.082786 -0.877435 0.034125 0.05 1.05 -0.11
C 1.160884 0.331943 0.187105 2.77 1.16 -1.20
C -0.233487 -0.268423 -0.071810 -0.04 -3.12 2.36
C -1.489109 0.542610 -0.173293 0.49 0.53 4.79
Cl -2.905718 -0.568178 0.090667 0.08 0.37 -1.29
H 1.927478 -1.664139 -0.570354 -0.73 2.19 0.68
H 1.320079 1.315643 -0.578816 0.06 -2.97 1.31
H 1.719222 0.835722 1.202089 -2.67 -1.76 -2.29
H -0.400871 -0.998322 0.921468 0.37 1.49 -2.93
H -0.197847 -0.912931 -1.012771 0.47 0.60 1.29
H -1.540640 0.961438 0.910935 0.10 0.57 -2.25
H -1.442782 1.302070 -0.939347 -0.94 -0.11 -0.37


No. 3
13
Properties=species:S:1:pos:R:3:forces:R:3 method="wB97M-V/def2-TZVPD" homo_energy_ha=-0.3616 smiles=OC[C@H](Cl)CS spin_multiplicity=1 total_charge=0 gap_ev=10.429 e_lumo_ev=0.59 e_tot_ha=-1052.09356
O 0.480512 1.872611 -0.266195 -0.46 -0.03 0.01
C -0.598607 1.095902 0.254457 1.76 0.14 1.57
C -0.690667 -0.203058 -0.469250 -0.73 -0.57 -1.55
Cl -2.422077 -0.719403 -0.031503 0.96 -0.48 -0.57
C 0.332248 -1.295760 -0.079660 -2.68 0.09 2.88
S 2.053057 -0.857668 -0.047894 1.08 1.21 0.48
H 1.137478 1.229441 -0.568626 0.08 0.39 -0.10
H -1.516156 1.663366 0.276905 -0.08 0.22 -0.51
H -0.397637 0.834094 1.332409 -0.13 0.28 -0.61
H -0.605037 -0.048208 -1.580540 -0.57 -0.03 0.98
H -0.021700 -1.629586 0.948706 0.73 0.52 -0.81
H 0.118958 -2.210292 -0.618537 0.63 0.04 -0.74
H 2.129626 0.268559 0.849727 -0.58 -1.78 -1.02


No. 4
21
Properties=species:S:1:pos:R:3:forces:R:3 method="wB97M-V/def2-TZVPD" homo_energy_ha=-0.5452 spin_multiplicity=1 total_charge=+1 gap_ev=11.168 e_lumo_ev=-3.67 e_tot_ha=-1011.25181
C 3.320580 -0.060849 1.624502 -2.33 -0.18 -0.09
C -2.184121 0.478452 0.288359 1.52 2.66 -0.56
C 1.784921 0.002299 -0.253860 0.37 0.01 -1.08
N -2.860150 1.323385 -0.335932 -3.44 -0.99 -0.75
N -2.312393 -0.741899 0.473969 -1.65 -4.83 1.31
N 0.732787 0.516505 0.376204 -2.58 0.61 0.89
N 1.713539 -0.168640 -1.586359 -0.56 0.65 1.35
O 2.954620 -0.275922 0.215869 -0.18 -0.17 0.04
F -4.146680 1.152748 -0.918237 1.49 -0.34 0.76
F -2.453805 2.453766 -0.804548 1.02 1.72 -0.39
F -3.525897 -1.546591 0.396123 1.56 1.68 0.10
F -1.625396 -1.318822 1.505137 -0.27 0.16 -0.55
F 0.794438 0.648418 1.781320 0.02 -0.16 -1.59
F -2.045803 -1.100299 -2.250479 -1.71 0.02 0.29
H 3.030250 0.989520 1.793923 0.56 -0.65 0.62
H 4.372405 -0.237419 1.652134 0.47 -0.17 0.20
H 2.668564 -0.808274 2.175179 1.32 1.13 -0.11
H -0.439012 0.677615 0.109596 2.75 -0.68 0.72
H 0.883879 -0.043438 -2.087600 -1.56 0.39 -0.44
H 2.328599 -0.759757 -2.063610 1.51 -0.82 -0.24
H -2.991318 -1.180808 -2.091683 1.69 -0.02 -0.47